Record 1
DFT (the ωB97M-V functional and the def2-TZVPD basis) results for 2 unconnected molecules or ions with the total composition CH4N2O in a non-equilibrium geometry.

XYZ file:
```
8
Properties=species:S:1:pos:R:3:forces:R:3
C 0.51298 0.43476 -1.01965 0.45 -0.04 -0.79
O -0.88042 0.46579 -0.86597 -2.68 4.14 -0.52
H -0.52468 0.29908 1.76396 -0.06 -0.36 -0.44
N -0.31419 -0.65776 -0.68612 1.56 -3.86 3.00
H 0.71005 0.36198 -2.03648 0.94 0.33 -1.83
H -0.70924 -1.33759 1.77886 0.81 0.99 -0.47
H 1.23007 1.00727 -0.45458 -0.47 -0.23 0.97
N -0.02457 -0.57353 1.51998 -0.56 -0.96 0.08
```
Forces are in eV/Å.

Output
HOMO level (alpha / beta)   -8.90 / -9.91 eV
Total charge   0
E_tot   -225.0294 hartree
Kohn-Sham gap (alpha / beta)   9.0377 / 10.5305 eV
Energy above the lowest of the compared OMol25 structures with the same formula, charge and spin   689.59 kJ/mol
Max |F|   0.100 hartree/bohr

---

Record 2
DFT (the ωB97M-V functional and the def2-TZVPD basis) results for a molecular structure, C4H6O2.

XYZ file:
```
12
Properties=species:S:1:pos:R:3:forces:R:3
O -1.48963 0.30888 0.45917 0.04 -0.11 0.02
H 0.42567 1.06889 0.11854 0.05 -0.12 -0.11
O 0.17933 1.36874 2.22832 -0.30 0.02 -0.66
C -0.37561 -0.03732 -0.08542 0.08 -0.08 -0.03
C 0.53135 -1.19792 0.03376 0.07 -0.08 0.16
H -0.73497 -1.27002 -1.86008 0.09 0.10 0.10
H -0.84822 2.29219 0.63741 0.07 -0.07 0.05
H 0.77455 -0.24116 -1.99256 -0.11 -0.06 0.11
H 0.10101 -2.10900 0.44045 0.04 0.15 -0.06
C -0.25974 1.52574 1.14038 0.16 0.17 0.64
H 1.58392 -1.04650 0.25681 -0.16 -0.01 -0.03
C 0.03458 -0.70085 -1.34401 -0.03 0.09 -0.19
```
Forces are in eV/Å.

Output
HOMO level   -9.49 eV
Total charge   0
E_tot   -306.3290 hartree
Kohn-Sham gap   10.1112 eV
Energy above the lowest of the compared OMol25 structures with the same formula, charge and spin   465.40 kJ/mol
Max |F|   0.014 hartree/bohr

---

Which of these has the lowest max |F|? C4H6O2

---

Which value of total charge does entry 2 give? 0

---

What is the total charge in the first record? 0